i:
Molecular formula: C4H14O4
Method: DFT, the ωB97M-V functional and the def2-TZVPD basis

XYZ file:
```
22
Properties=species:S:1:pos:R:3
C 2.173 0.040 -0.609
C 0.823 0.048 -1.283
O 0.067 1.320 -1.043
C -0.099 -1.123 -0.812
C -1.631 -0.965 -1.093
O -2.306 -0.821 0.097
H 2.798 0.874 -0.912
H 2.734 -0.912 -0.878
H 2.132 -0.092 0.526
H 1.085 0.169 -2.443
H 0.504 2.100 -1.333
H 0.231 -2.005 -1.326
H -0.061 -1.387 0.309
H -1.905 -0.235 -1.838
H -2.057 -1.888 -1.747
H -1.978 -0.130 0.617
O 0.338 0.713 1.540
H 0.201 1.063 0.596
H 1.087 1.057 1.926
O -1.316 0.960 3.552
H -0.931 1.088 2.751
H -1.888 0.127 3.403
```

Output
Net charge: 0
E_HOMO: -10.244 eV
SMILES: C[C@H](O)CCO.O.O
Gap between HOMO and LUMO: 10.67 eV

Atomic partial charges in e from the natural (NBO) method, atoms 1 to 2:
1. C -0.664
2. C 0.097


ii:
Molecular formula: C4H14O4
Method: DFT, the ωB97M-V functional and the def2-TZVPD basis

XYZ file:
```
22
Properties=species:S:1:pos:R:3
O -1.751 0.323 1.100
C -1.937 0.705 -0.280
C -0.622 1.200 -0.869
C 0.086 0.180 -1.752
C 1.451 -0.301 -1.142
O 1.313 -1.587 -0.520
H -1.269 -0.510 1.096
H -2.343 -0.156 -0.804
H -2.723 1.456 -0.229
H -0.773 2.185 -1.323
H 0.036 1.465 -0.055
H 0.306 0.471 -2.777
H -0.429 -0.764 -1.978
H 1.750 0.404 -0.370
H 2.147 -0.452 -1.956
H 1.077 -2.263 -1.157
O 0.498 -1.552 2.053
H 0.881 -1.686 2.921
H 1.030 -1.945 1.350
O 0.673 1.242 2.209
H -0.179 1.230 2.651
H 0.777 0.355 1.830
```

Output
Net charge: 0
E_HOMO: -9.820 eV
SMILES: OCCCCO.O.O
Gap between HOMO and LUMO: 10.38 eV

Atomic partial charges in e from the natural (NBO) method, atoms 1 to 2:
1. O -0.741
2. C -0.056


Relative energies with respect to the most stable structure, expressed in eV: i 1.073; ii 0.000.


i:
Molecular formula: C4H9O2P
Method: DFT, the ωB97M-V functional and the def2-TZVPD basis

XYZ file:
```
16
Properties=species:S:1:pos:R:3
C -1.456 1.171 0.042
C -1.045 0.192 -1.135
C -1.518 0.608 1.420
C 2.057 -1.681 0.013
O 2.262 1.056 0.149
O 0.348 0.012 -1.013
P 1.256 0.011 0.302
H -0.632 1.932 -0.005
H -2.378 1.661 -0.332
H -1.457 -0.787 -0.922
H -1.360 0.731 -2.057
H -0.913 1.244 2.150
H -2.114 -0.176 1.791
H 1.598 -2.664 0.065
H 2.345 -1.501 -1.013
H 3.006 -1.806 0.546
```

Output
Net charge: 0
E_HOMO (spin up / spin down): -8.473 / -8.611 eV
Gap between HOMO and LUMO (spin up / spin down): 8.27 / 7.60 eV

Atomic partial charges in e from the natural (NBO) method, atoms 1 to 2:
1. C -0.526
2. C -0.042


ii:
Molecular formula: C4H9O2P
Method: DFT, the ωB97M-V functional and the def2-TZVPD basis

XYZ file:
```
16
Properties=species:S:1:pos:R:3
C -0.121 -1.026 0.464
C 0.115 1.346 -0.300
C 0.485 -0.064 -0.527
C 1.970 -0.182 -0.397
O -3.718 0.207 -0.414
O -1.567 -1.008 0.324
P -2.459 0.386 0.341
H 0.202 -2.080 0.129
H 0.343 -0.764 1.427
H 0.283 1.456 0.852
H -0.091 2.116 -1.077
H 0.080 -0.442 -1.579
H 2.663 0.098 -1.242
H 2.396 -1.168 -0.090
H 2.293 0.536 0.416
H -2.874 0.590 1.672
```

Output
Net charge: 0
E_HOMO (spin up / spin down): -8.675 / -8.587 eV
Gap between HOMO and LUMO (spin up / spin down): 7.88 / 8.22 eV

Atomic partial charges in e from the natural (NBO) method, atoms 1 to 2:
1. C -0.049
2. C -0.384


iii:
Molecular formula: C4H9O2P
Method: DFT, the ωB97M-V functional and the def2-TZVPD basis

XYZ file:
```
16
Properties=species:S:1:pos:R:3
C -1.422 1.114 0.182
C -0.784 0.551 -1.184
C -0.707 0.514 1.318
C 1.434 -1.650 -0.071
O 2.607 0.783 0.547
O 0.620 0.788 -1.106
P 1.333 0.192 0.206
H -1.407 2.187 0.028
H -2.430 0.545 0.138
H -0.850 -0.578 -1.176
H -1.035 1.209 -2.113
H -0.687 0.982 2.282
H -0.856 -0.649 1.469
H 0.603 -2.108 0.385
H 1.295 -1.852 -1.231
H 2.285 -2.027 0.326
```

Output
Net charge: 0
E_HOMO: -9.011 eV
Gap between HOMO and LUMO: 9.80 eV

Atomic partial charges in e from the natural (NBO) method, atoms 1 to 2:
1. C -0.483
2. C -0.072


Relative energies with respect to the most stable structure, expressed in eV: i 1.615; ii 1.822; iii 0.000.


i:
Molecular formula: C2H5FSi
Method: DFT, the ωB97M-V functional and the def2-TZVPD basis

XYZ file:
```
9
Properties=species:S:1:pos:R:3
C 1.784 -0.146 -0.072
C 0.611 -0.676 0.175
F -2.635 -0.586 -0.364
Si -1.514 0.509 -0.015
H 2.699 -0.708 0.067
H 1.910 0.864 -0.427
H 0.470 -1.677 0.542
H -1.889 1.051 1.270
H -1.435 1.369 -1.175
```

Output
Net charge: 0
E_HOMO (spin up / spin down): -4.992 / -10.800 eV
Gap between HOMO and LUMO (spin up / spin down): 6.06 / 7.91 eV
2S+1: 3

Atomic partial charges in e from the natural (NBO) method, atoms 1 to 2:
1. C -0.512
2. C -0.141


ii:
Molecular formula: C2H5FSi
Method: DFT, the ωB97M-V functional and the def2-TZVPD basis

XYZ file:
```
9
Properties=species:S:1:pos:R:3
C -1.107 -0.961 0.538
C -0.549 -0.038 -0.242
F -1.501 0.642 -1.165
Si 1.239 0.682 -0.303
H -0.527 -1.434 1.328
H -2.210 -1.278 0.489
H 1.309 0.115 1.090
H 2.085 0.125 -1.357
H 1.262 2.146 -0.378
```

Output
Net charge: 0
E_HOMO (spin up / spin down): -5.883 / -11.262 eV
Gap between HOMO and LUMO (spin up / spin down): 6.88 / 8.72 eV
2S+1: 3

Atomic partial charges in e from the natural (NBO) method, atoms 1 to 2:
1. C -0.391
2. C 0.041


Relative energies with respect to the most stable structure, expressed in eV: i 0.000; ii 0.722.


i:
Molecular formula: C3H3N3O2
Method: DFT, the ωB97M-V functional and the def2-TZVPD basis

XYZ file:
```
11
Properties=species:S:1:pos:R:3
N -1.096 1.229 -0.324
C -0.959 -0.008 0.196
C -0.986 -1.508 -0.412
N -0.499 -1.910 0.712
N -0.497 -0.514 1.293
H -0.963 1.242 -1.307
H -0.837 2.029 0.138
H -0.926 -2.114 -1.370
O 2.466 1.463 0.980
C 2.233 0.498 0.398
O 2.064 -0.407 -0.304
```

Output
Net charge: 0
E_HOMO (spin up / spin down): -9.090 / -9.090 eV
SMILES: NC1=CN=N1.O=C=O
Gap between HOMO and LUMO (spin up / spin down): 9.20 / 9.20 eV

Atomic partial charges in e from the natural (NBO) method, atoms 1 to 2:
1. N -0.788
2. C 0.408


ii:
Molecular formula: C3H3N3O2
Method: DFT, the ωB97M-V functional and the def2-TZVPD basis

XYZ file:
```
11
Properties=species:S:1:pos:R:3
O -2.084 -1.694 0.145
C -1.712 -0.474 -0.002
O -2.504 0.677 -0.045
C -0.228 -0.380 -0.289
C 0.625 0.754 -0.237
N 1.925 0.265 0.231
N 1.766 -1.234 -0.039
N 0.520 -1.598 -0.225
H -1.730 1.394 0.286
H 0.421 1.749 -0.252
H 3.002 0.539 0.426
```

Output
Net charge: 0
E_HOMO: -10.113 eV
SMILES: O=C(O)c1c[nH]nn1
Gap between HOMO and LUMO: 9.86 eV

Atomic partial charges in e from the natural (NBO) method, atoms 1 to 2:
1. O -0.526
2. C 0.736


Relative energies with respect to the most stable structure, expressed in eV: i 0.000; ii 0.840.


i:
Molecular formula: C3H3N3O2
Method: DFT, the ωB97M-V functional and the def2-TZVPD basis

XYZ file:
```
11
Properties=species:S:1:pos:R:3
H 2.330 1.171 -0.065
N 1.417 1.638 -0.108
C 0.405 0.847 -0.033
N -0.910 1.351 0.105
C -1.830 0.481 0.084
O -1.760 -0.854 -0.081
N -0.521 -1.390 -0.084
C 0.500 -0.596 0.033
O 1.702 -1.236 0.141
H -2.879 0.751 0.138
H 1.546 -2.164 -0.129
```

Output
Net charge: 0
E_HOMO: -9.802 eV
SMILES: [H]/N=c1/nconc1O
Gap between HOMO and LUMO: 9.91 eV

Atomic partial charges in e from the natural (NBO) method, atoms 1 to 2:
1. H 0.356
2. N -0.577


ii:
Molecular formula: C3H3N3O2
Method: DFT, the ωB97M-V functional and the def2-TZVPD basis

XYZ file:
```
11
Properties=species:S:1:pos:R:3
C 1.619 1.073 1.605
C 1.581 1.460 0.343
O 0.595 1.188 -0.606
C -0.147 0.074 -0.478
N -0.587 -0.341 0.733
N -1.389 -1.347 0.532
O -1.355 -1.524 -0.813
N -0.570 -0.708 -1.505
H 0.779 0.422 1.971
H 2.469 1.323 2.366
H 2.333 2.075 -0.128
```

Output
Net charge: 0
E_HOMO: -10.044 eV
SMILES: C=COc1nnon1
Gap between HOMO and LUMO: 9.84 eV

Atomic partial charges in e from the natural (NBO) method, atoms 1 to 2:
1. C -0.488
2. C 0.103


iii:
Molecular formula: C3H3N3O2
Method: DFT, the ωB97M-V functional and the def2-TZVPD basis

XYZ file:
```
11
Properties=species:S:1:pos:R:3
O -2.435 -0.800 0.033
C -1.350 -0.306 -0.065
N -1.108 1.156 -0.073
C 0.059 1.493 -0.032
N 1.193 0.900 0.011
C 1.232 -0.402 0.004
O 2.254 -1.005 -0.066
N -0.096 -0.976 0.111
H 0.062 2.632 0.183
H 1.952 1.476 0.359
H -0.135 -1.936 -0.062
```

Output
Net charge: 0
E_HOMO: -10.507 eV
SMILES: O=c1nc[nH]c(=O)[nH]1
Gap between HOMO and LUMO: 10.84 eV

Atomic partial charges in e from the natural (NBO) method, atoms 1 to 2:
1. O -0.533
2. C 0.771


Relative energies with respect to the most stable structure, expressed in eV: i 2.320; ii 4.521; iii 0.000.


i:
Molecular formula: CH4O2S3
Method: DFT, the ωB97M-V functional and the def2-TZVPD basis

XYZ file:
```
10
Properties=species:S:1:pos:R:3
O -1.459 1.191 -0.760
S -1.420 -0.132 -0.163
S -2.804 -1.294 -0.469
O -0.067 -0.792 -0.640
C 0.988 0.141 -0.471
S 1.293 0.537 1.295
H -1.035 0.053 1.111
H 1.906 -0.248 -0.799
H 0.610 1.163 -0.945
H 1.987 -0.618 1.843
```

Output
Net charge: 0
E_HOMO: -9.783 eV
SMILES: O=[S@@H](=S)OCS
Gap between HOMO and LUMO: 10.09 eV

Atomic partial charges in e from the natural (NBO) method, atoms 1 to 2:
1. O -0.950
2. S 1.631


ii:
Molecular formula: CH4O2S3
Method: DFT, the ωB97M-V functional and the def2-TZVPD basis

XYZ file:
```
10
Properties=species:S:1:pos:R:3
C -1.365 -0.260 -0.197
O -0.042 -2.555 -0.813
O 1.066 -0.907 0.657
S 4.010 -0.145 -0.032
S 2.072 0.307 -0.090
S -0.299 -1.712 0.301
H -2.286 -0.537 -0.578
H -1.416 0.376 0.594
H -1.085 0.356 -1.086
H 4.284 -0.188 1.356
```

Output
Net charge: 0
E_HOMO: -9.207 eV
Gap between HOMO and LUMO: 8.99 eV

Atomic partial charges in e from the natural (NBO) method, atoms 1 to 2:
1. C -0.868
2. O -0.931


iii:
Molecular formula: CH4O2S3
Method: DFT, the ωB97M-V functional and the def2-TZVPD basis

XYZ file:
```
10
Properties=species:S:1:pos:R:3
C -0.592 0.624 -0.379
S 0.965 0.390 0.491
O 0.789 0.184 1.869
S 2.493 1.990 -0.247
O 1.390 -0.981 -0.382
S 2.852 -1.821 -0.289
H -0.399 -0.144 -1.143
H -1.355 0.143 0.296
H -0.828 1.558 -0.887
H 2.507 -2.656 0.849
```

Output
Net charge: 0
E_HOMO: -8.751 eV
SMILES: C[S@](=O)(=S)OS
Gap between HOMO and LUMO: 8.35 eV

Atomic partial charges in e from the natural (NBO) method, atoms 1 to 2:
1. C -0.855
2. S 1.820


Relative energies with respect to the most stable structure, expressed in eV: i 0.108; ii 0.000; iii 1.408.


i:
Molecular formula: C10H13FeNO2
Method: DFT, the ωB97M-V functional and the def2-TZVPD basis

XYZ file:
```
27
Properties=species:S:1:pos:R:3
C 0.226 -1.344 -2.014
C -1.018 -1.469 -1.477
C -0.958 -1.810 -0.145
C 0.397 -1.879 0.224
C 1.183 -1.672 -0.944
Fe 1.048 0.368 0.049
C -1.286 1.799 -1.272
C -0.390 2.476 -2.048
C 0.703 2.666 -2.727
N 2.009 -0.554 1.125
H -1.787 -2.169 0.463
H -1.931 -1.394 -2.075
H 0.747 -2.230 1.197
H 2.309 -1.761 -1.083
H 0.564 -1.082 -3.068
H -2.008 1.191 -1.777
H 2.611 0.358 -0.339
H -1.597 1.975 -0.191
H 0.631 3.129 -3.661
H 1.788 2.394 -2.553
C -0.218 0.038 3.918
O -0.092 -0.473 2.565
C -0.578 0.224 1.562
O -1.604 0.825 1.692
H -0.283 1.130 3.872
H 0.671 -0.309 4.449
H -1.137 -0.428 4.257
```

Output
Net charge: -1
E_HOMO (spin up / spin down): -2.779 / -3.349 eV
Gap between HOMO and LUMO (spin up / spin down): 6.07 / 6.61 eV
2S+1: 6

Atomic partial charges in e from the natural (NBO) method, atoms 1 to 2:
1. C -0.354
2. C -0.316


ii:
Molecular formula: C10H13FeNO2
Method: DFT, the ωB97M-V functional and the def2-TZVPD basis

XYZ file:
```
27
Properties=species:S:1:pos:R:3
C 1.784 1.314 -0.909
C 1.581 1.629 0.538
C 0.207 1.924 0.740
C -0.449 1.784 -0.583
C 0.573 1.626 -1.611
Fe -0.051 -0.462 -0.850
C 1.470 -1.470 1.092
C 2.109 -2.231 0.071
C 2.629 -2.552 -1.041
N -1.555 0.228 -1.772
H -0.242 2.422 1.681
H 2.373 1.741 1.320
H -1.536 2.064 -0.712
H 0.406 1.443 -2.659
H 2.785 1.166 -1.319
H 2.293 -0.928 1.633
H -0.001 -0.829 -2.566
H 0.681 -1.768 1.751
H 3.656 -3.009 -0.934
H 2.243 -2.486 -2.095
C -3.705 -0.184 1.068
O -2.547 0.370 0.482
C -1.437 -0.210 0.989
O -1.271 -0.706 2.099
H -3.632 -1.257 1.284
H -4.454 0.000 0.329
H -3.909 0.380 1.974
```

Output
Net charge: -1
E_HOMO (spin up / spin down): -2.503 / -3.351 eV
Gap between HOMO and LUMO (spin up / spin down): 5.75 / 6.75 eV
2S+1: 6

Atomic partial charges in e from the natural (NBO) method, atoms 1 to 2:
1. C -0.406
2. C -0.309


Relative energies with respect to the most stable structure, expressed in eV: i 0.000; ii 0.521.


i:
Molecular formula: C4H10NO
Method: DFT, the ωB97M-V functional and the def2-TZVPD basis

XYZ file:
```
16
Properties=species:S:1:pos:R:3
C 0.132 2.005 -0.060
N -0.685 0.833 -0.331
C -0.335 -0.454 0.342
C -1.063 -1.648 -0.199
C 1.215 -0.642 0.429
O 1.676 -1.890 0.511
H 0.919 2.080 -0.830
H 0.672 2.016 0.881
H -0.432 2.933 -0.225
H -0.748 0.758 -1.339
H -0.753 -0.164 1.321
H -0.886 -2.671 0.115
H -2.134 -1.415 -0.240
H -0.743 -1.727 -1.251
H 1.620 -0.022 -0.431
H 1.546 0.008 1.307
```

Output
Net charge: -1
E_HOMO: -2.078 eV
SMILES: CN[C@@H](C)C[O-]
Gap between HOMO and LUMO: 6.22 eV

Atomic partial charges in e from the natural (NBO) method, atoms 1 to 2:
1. C -0.413
2. N -0.660


ii:
Molecular formula: C4H10NO
Method: DFT, the ωB97M-V functional and the def2-TZVPD basis

XYZ file:
```
16
Properties=species:S:1:pos:R:3
C -0.118 -0.399 1.257
C 1.013 0.504 0.743
C 0.722 1.468 -0.121
N 2.318 0.317 1.366
H -0.433 -0.159 2.286
H 0.164 -1.490 1.241
H -0.966 -0.118 0.540
H 1.438 2.264 -0.333
H -0.237 1.505 -0.641
H 2.587 -0.647 1.537
H 3.021 0.781 0.803
C -1.901 -0.819 -1.739
O -1.935 0.127 -0.758
H -2.801 -1.455 -1.707
H -1.838 -0.294 -2.749
H -1.036 -1.585 -1.726
```

Output
Net charge: -1
E_HOMO: -2.423 eV
Gap between HOMO and LUMO: 6.61 eV

Atomic partial charges in e from the natural (NBO) method, atoms 1 to 2:
1. C -0.737
2. C 0.199


Relative energies with respect to the most stable structure, expressed in eV: i 0.000; ii 0.059.